Entry 1:
DFT (the ωB97M-V functional and the def2-TZVPD basis) results for the molecule C4H11N3S in a non-equilibrium geometry.

As for the total energy: -19630.8917 eV. The spin multiplicity is 1.

Structure (XYZ):
```
19
C4H11N3S the ωB97M-V functional and the def2-TZVPD basis
H -2.250 -0.107 -0.577
N -1.640 -0.876 -0.858
C -0.431 -0.516 -0.760
C 0.674 -1.471 -1.167
S 1.757 -1.963 0.201
N 0.046 0.734 -0.325
N -0.879 1.536 0.356
C -0.840 1.282 1.794
C -0.652 2.937 0.030
H 1.330 -1.012 -1.902
H 0.173 -2.336 -1.646
H 0.812 -2.548 0.908
H 0.954 0.693 0.095
H -1.621 1.919 2.300
H 0.148 1.553 2.220
H -1.029 0.210 1.954
H 0.323 3.306 0.382
H -1.438 3.540 0.496
H -0.717 3.038 -1.044
```

---

Entry 2:
DFT (the ωB97M-V functional and the def2-TZVPD basis) results for the ion C4H11N3S with charge +2 in a non-equilibrium geometry.

Its total charge is +2. As for the total energy: -19612.3516 eV. The spin multiplicity is 1.

Structure (XYZ):
```
19
C4H11N3S the ωB97M-V functional and the def2-TZVPD basis
C -2.206 0.224 0.739
C -0.710 -0.044 0.680
N -0.575 -1.063 1.831
C -0.496 -0.917 -0.912
N 0.433 -0.414 -1.563
C 1.154 0.709 -1.145
N 2.608 0.717 -1.406
S 0.676 1.092 0.838
H -2.468 0.906 1.541
H -2.818 -0.647 0.660
H -2.339 1.004 -0.003
H -0.478 -0.409 2.707
H 0.282 -1.628 1.827
H -1.541 -1.538 1.648
H -1.152 -1.730 -1.207
H 0.755 1.571 -1.638
H 3.111 0.121 -0.836
H 2.925 1.686 -1.444
H 2.840 0.364 -2.315
```

---

Entry 3:
DFT (the ωB97M-V functional and the def2-TZVPD basis) results for the ion C4H11N4O with charge +1 in a non-equilibrium geometry.

Its total charge is +1. As for the total energy: -12326.2736 eV. The spin multiplicity is 1.

Structure (XYZ):
```
20
C4H11N4O the ωB97M-V functional and the def2-TZVPD basis
N 1.337 1.149 0.589
C 2.174 -0.075 0.614
C 1.600 -0.900 -0.519
N 0.251 -1.494 -0.189
C -0.803 -0.705 -0.139
N -1.007 0.204 -1.088
N -2.129 1.001 -0.724
C -2.709 0.284 0.483
O -1.771 -0.813 0.704
H 1.452 1.723 1.456
H 1.588 1.733 -0.221
H 1.971 -0.552 1.584
H 3.306 0.207 0.474
H 1.486 -0.195 -1.433
H 2.324 -1.771 -0.653
H 0.302 -2.316 0.485
H -0.372 0.698 -1.657
H -2.745 1.045 -1.523
H -2.577 0.941 1.370
H -3.677 -0.163 0.387
```

---

Entry 4:
DFT (the ωB97M-V functional and the def2-TZVPD basis) results for a cluster of 2 separate species, C4H11N5O2 in total in a non-equilibrium geometry.

As for the total energy: -15869.8717 eV. The spin multiplicity is 1.

Structure (XYZ):
```
22
C4H11N5O2 the ωB97M-V functional and the def2-TZVPD basis
H -3.988 -1.199 -0.420
N -3.626 -0.248 -0.406
C -2.393 -0.186 -0.082
C -1.757 1.192 -0.026
O -2.696 2.186 -0.312
N -1.594 -1.254 0.258
N -0.220 -1.079 0.364
H -0.923 1.231 -0.742
H -1.324 1.343 0.975
H -3.529 1.708 -0.494
H -1.939 -2.179 0.038
H 0.294 -1.504 -0.437
H 0.156 -1.518 1.249
H 3.406 1.969 -0.662
N 3.672 1.003 -0.872
C 2.888 0.237 -0.225
N 2.972 -1.125 -0.275
C 1.786 0.761 0.670
O 1.590 1.940 0.815
H 3.682 -1.551 -0.847
H 2.348 -1.730 0.241
H 1.195 0.004 1.188
```